Entry 1:
This record from OMol25 describes a structure of composition C22H27FN3O5SSiTl. The level of theory is ωB97M-V/def2-TZVPD.

Last column: Löwdin charge in e.
CARTESIAN COORDINATES (ANGSTROEM)
Tl  0.3643  0.6494  0.8459  1.10
O  0.2518  -1.7618  -0.1183  -0.10
C  -0.0853  -2.7670  0.8352  -0.19
C  -1.1061  -2.2611  1.8324  -0.14
N  -0.6785  -0.9977  2.4424  -0.21
C  -1.8411  -0.1761  2.7984  -0.09
C  -2.5856  0.2600  1.5340  -0.65
O  -3.7975  0.3086  1.5471  0.07
O  -1.8275  0.5513  0.5194  -0.11
C  0.2363  -1.1773  3.5640  -0.09
C  1.2577  -0.0497  3.7253  -0.63
O  1.8986  -0.0278  4.7543  0.08
O  1.4074  0.7811  2.7387  -0.13
H  -0.5182  -1.5720  -0.6724  0.09
H  0.8516  -3.0414  1.3188  0.11
H  -0.4701  -3.6572  0.3340  0.13
H  -1.2820  -3.0251  2.5996  0.14
H  -2.0558  -2.0960  1.3207  0.14
H  -1.4830  0.7087  3.3315  0.13
H  -2.5356  -0.7136  3.4495  0.14
H  0.8109  -2.0949  3.4211  0.13
H  -0.2955  -1.2852  4.5132  0.14
C  1.4926  5.0992  0.9176  -0.16
Si  0.0215  3.9565  0.7997  0.39
C  -1.4748  4.8483  0.1413  -0.15
C  -0.3923  3.3823  2.5184  -0.16
N  0.3885  2.5448  -0.1833  -0.14
C  0.2382  2.5934  -1.5643  -0.32
C  0.3825  3.7876  -2.3013  -0.05
C  0.2549  3.8406  -3.6788  -0.09
C  -0.0148  2.6956  -4.4159  -0.10
C  -0.1497  1.4956  -3.7366  -0.01
C  -0.0222  1.4815  -2.3675  -0.21
F  -0.1497  0.2628  -1.7480  0.00
H  1.2226  6.0079  1.4631  0.04
H  1.8827  5.3994  -0.0563  0.02
H  2.3023  4.6095  1.4645  0.04
H  -1.8477  5.5355  0.9058  0.04
H  -2.2648  4.1241  -0.0740  0.05
H  -1.2892  5.4263  -0.7633  0.03
H  -0.4934  4.2582  3.1645  0.05
H  0.3710  2.7391  2.9626  0.02
H  -1.3570  2.8665  2.5301  0.03
H  0.6142  4.6974  -1.7670  0.08
H  0.3756  4.7923  -4.1800  0.10
H  -0.1126  2.7316  -5.4915  0.10
H  -0.3602  0.5653  -4.2472  0.12
S  4.8728  0.9786  -0.9565  1.12
C  3.1777  1.1021  -0.7544  -0.42
N  2.6326  0.2574  0.0617  0.00
C  3.5991  -0.5799  0.6238  -0.28
C  3.3720  -1.5946  1.5505  0.00
C  4.4424  -2.3273  2.0090  -0.05
C  5.7426  -2.0689  1.5510  -0.07
C  5.9838  -1.0720  0.6315  -0.08
C  4.8952  -0.3291  0.1750  -0.46
H  2.6153  1.8597  -1.2798  0.08
H  2.3718  -1.7803  1.9096  0.08
H  4.2808  -3.1045  2.7436  0.11
H  6.5686  -2.6550  1.9304  0.11
H  6.9859  -0.8681  0.2795  0.11

Properties
orbital gap: 0.291 hartree
E_LUMO: -0.05 eV
highest occupied orbital energy: -0.293 Ha

Entry 2:
This record from OMol25 describes a cluster of 7 separate species, C40H30NO14S in total. The level of theory is ωB97M-V/def2-TZVPD.

Last column: Löwdin charge in e.
CARTESIAN COORDINATES (ANGSTROEM)
C  -0.9876  4.4264  0.1243  -0.14
O  -1.9425  4.3002  1.1635  -0.25
C  -1.6246  5.1489  2.2940  -0.32
C  -2.3629  6.4662  2.3897  -0.60
S  -4.0756  6.2775  1.9265  0.63
O  -1.7771  7.4065  1.2779  -0.13
C  -0.5577  7.6898  1.4375  -0.45
N  0.5984  7.8124  1.4921  0.12
H  -0.8189  5.4668  -0.1453  0.05
H  -1.3945  3.8996  -0.7343  0.05
H  -0.0260  3.9804  0.4036  0.09
H  -0.5413  5.3079  2.3144  0.10
H  -1.8969  4.5820  3.1838  0.10
H  -4.0376  6.0269  0.5907  -0.17
C  -2.8965  -0.1379  0.9100  0.02
C  -2.7635  1.0149  0.2586  0.05
C  -2.0318  1.0789  -1.0342  -0.36
O  -1.9137  2.1390  -1.6080  0.10
C  -1.4555  -0.1763  -1.5658  0.01
C  -1.5896  -1.3255  -0.9120  0.00
C  -2.3218  -1.3920  0.3728  -0.39
O  -2.4432  -2.4465  0.9744  0.06
H  -3.4212  -0.2140  1.8541  0.12
H  -3.1633  1.9535  0.6286  0.13
H  -0.9197  -0.1008  -2.5030  0.12
H  -1.1753  -2.2548  -1.2791  0.10
C  4.0118  -0.6028  1.9080  0.02
C  3.2136  -0.4048  0.8629  0.03
C  1.7879  -0.8163  0.8964  -0.36
O  1.0572  -0.6411  -0.0553  0.11
C  1.2848  -1.4536  2.1397  0.03
C  2.0842  -1.6512  3.1842  0.02
C  3.5106  -1.2417  3.1514  -0.39
O  4.2401  -1.4224  4.1029  0.10
H  5.0544  -0.3116  1.9072  0.12
H  3.5562  0.0604  -0.0524  0.12
H  0.2411  -1.7449  2.1415  0.12
H  1.7400  -2.1144  4.1000  0.12
C  1.9732  5.8447  -3.7227  0.02
C  1.8354  6.5424  -4.8462  0.01
C  0.5954  7.3084  -5.1304  -0.39
O  0.4746  7.9419  -6.1597  0.09
C  -0.4822  7.2684  -4.1140  0.02
C  -0.3484  6.5711  -2.9884  0.04
C  0.8918  5.8024  -2.7030  -0.36
O  1.0121  5.1710  -1.6798  0.11
H  2.8675  5.2787  -3.4942  0.12
H  2.6091  6.5878  -5.6024  0.12
H  -1.3753  7.8360  -4.3417  0.12
H  -1.1227  6.5290  -2.2323  0.12
C  -2.5142  -6.7842  0.4053  0.02
C  -2.3820  -5.6347  -0.2522  0.03
C  -1.6477  -5.5725  -1.5427  -0.37
O  -1.5214  -4.5272  -2.1460  0.10
C  -1.0713  -6.8351  -2.0675  0.03
C  -1.2036  -7.9841  -1.4104  0.02
C  -1.9378  -8.0455  -0.1218  -0.38
O  -2.0619  -9.0946  0.4778  0.09
H  -3.0433  -6.8551  1.3473  0.12
H  -2.7904  -4.7013  0.1170  0.10
H  -0.5419  -6.7651  -3.0097  0.12
H  -0.7892  -8.9166  -1.7836  0.08
C  2.6859  6.9537  6.6272  0.01
C  3.6802  7.8335  6.6914  0.00
C  4.0951  8.6131  5.4975  -0.40
O  5.0085  9.4133  5.5653  0.08
C  3.3584  8.3749  4.2372  0.01
C  2.3592  7.4967  4.1633  0.03
C  1.9450  6.7138  5.3574  -0.38
O  1.0457  5.9052  5.3134  0.11
H  2.3675  6.3721  7.4836  0.12
H  4.2324  8.0237  7.6036  0.11
H  3.6755  8.9559  3.3804  0.12
H  1.8168  7.3256  3.2372  0.07
C  -1.6395  -11.9873  -4.5214  0.03
C  -1.6295  -13.2902  -4.7879  0.02
C  -0.6495  -14.2010  -4.1427  -0.39
O  -0.6385  -15.3875  -4.3867  0.11
C  0.3170  -13.6011  -3.1877  0.02
C  0.3065  -12.2981  -2.9218  0.03
C  -0.6726  -11.3913  -3.5683  -0.36
O  -0.6845  -10.2019  -3.3248  0.08
H  -2.3435  -11.3041  -4.9791  0.12
H  -2.3253  -13.7479  -5.4793  0.12
H  1.0209  -14.2829  -2.7281  0.12
H  1.0009  -11.8394  -2.2295  0.12

Properties
charge: -1
orbital gap: 0.087 hartree
E_LUMO: -1.00 eV
highest occupied orbital energy: -0.124 Ha

Entry 3:
This record from OMol25 describes a structure of composition C26H32N7O3RuS4 at a distorted geometry. The level of theory is ωB97M-V/def2-TZVPD.

Last column: Löwdin charge in e.
CARTESIAN COORDINATES (ANGSTROEM)
Ru  -0.6667  -0.3178  0.0487  0.71
O  -1.0343  -1.8877  1.3935  -0.34
N  -1.0298  -1.6601  2.7197  -0.19
C  -1.1230  -2.7469  3.5258  -0.01
C  -1.1518  -2.6159  4.8820  -0.05
C  -1.0520  -1.3307  5.4338  -0.05
C  -0.9445  -0.2520  4.5978  -0.07
C  -0.9541  -0.4125  3.1963  -0.62
S  -0.8825  0.9101  2.1145  0.76
H  -1.1721  -3.6878  2.9986  0.14
H  -1.2458  -3.4996  5.4975  0.11
H  -1.0554  -1.1918  6.5082  0.12
H  -0.8448  0.7564  4.9778  0.11
C  -2.7546  2.8492  0.2349  -0.55
C  -2.3146  2.8043  -1.2276  -0.47
S  -1.3937  1.3259  -1.7629  0.85
C  -2.6712  0.3133  -2.5272  -0.53
C  -3.8633  0.0359  -1.6464  -0.50
S  -3.3447  -0.8078  -0.1333  0.90
C  -4.6359  -0.2021  0.9948  -0.48
C  -4.4532  1.1631  1.6475  -0.52
S  -4.5212  2.6020  0.5451  0.89
H  -2.4794  3.8084  0.6715  0.08
H  -2.2450  2.0756  0.7846  -0.08
H  -1.6311  3.6278  -1.4324  0.07
H  -3.1533  2.8943  -1.9199  0.08
H  -2.1514  -0.6033  -2.7896  0.04
H  -2.9861  0.8062  -3.4479  0.09
H  -4.5738  -0.5975  -2.1804  0.09
H  -4.3672  0.9545  -1.3583  0.02
H  -4.6885  -0.9671  1.7726  0.08
H  -5.5676  -0.2397  0.4286  0.08
H  -3.5144  1.2089  2.1935  0.02
H  -5.2669  1.3111  2.3597  0.08
N  1.7850  -3.3680  -3.2470  0.16
N  0.6920  -3.0272  -2.4702  -0.27
N  0.0920  -3.9201  -1.7031  0.16
C  -0.8063  -3.1592  -1.1022  -0.18
N  -0.7438  -1.8786  -1.5074  -0.12
N  0.2534  -1.8294  -2.4034  0.11
H  1.6263  -4.2820  -3.6491  0.11
H  1.9395  -2.6321  -3.9225  0.09
H  -1.5218  -3.5185  -0.3812  0.11
C  1.2527  2.2056  -4.3764  -0.07
O  1.8114  2.2029  -3.0623  -0.09
C  2.7470  1.2592  -2.8006  -0.23
C  3.2005  0.3173  -3.7122  -0.02
C  4.1868  -0.5866  -3.3294  -0.08
C  4.7345  -0.5434  -2.0573  -0.06
C  4.2822  0.4061  -1.1519  0.00
C  3.2822  1.2788  -1.5168  -0.16
N  2.8290  2.3028  -0.6212  0.15
C  2.6417  2.2361  0.6729  0.01
C  2.4739  1.1189  1.5018  -0.18
C  2.7554  1.3006  2.8908  -0.04
C  2.6626  0.2701  3.7695  -0.08
C  2.2689  -1.0011  3.2798  -0.06
C  1.9190  -1.1871  1.9735  -0.03
C  1.9344  -0.1144  1.0411  -0.40
O  1.4278  -0.2523  -0.1438  -0.22
H  2.0288  2.3405  -5.1305  0.10
H  0.5628  3.0409  -4.4130  0.09
H  0.7075  1.2790  -4.5615  0.09
H  2.7964  0.2887  -4.7151  0.11
H  4.5396  -1.3216  -4.0436  0.11
H  5.5182  -1.2318  -1.7719  0.11
H  4.7070  0.4672  -0.1566  0.13
H  2.6892  3.2061  -1.0530  0.17
H  2.6506  3.2108  1.1564  0.15
H  3.0914  2.2768  3.2289  0.12
H  2.9091  0.4070  4.8140  0.11
H  2.2216  -1.8405  3.9670  0.12
H  1.5855  -2.1484  1.6062  0.12

Properties
charge: +1
ΔE to the lowest compared entry with this formula, charge and spin: 136.5 kJ/mol
orbital gap: 0.243 hartree
E_LUMO: -3.02 eV
highest occupied orbital energy: -0.354 Ha

Entry 4:
This record from OMol25 describes a structure of composition C6H72BNO28 at a distorted geometry. The level of theory is ωB97M-V/def2-TZVPD.

Last column: Löwdin charge in e.
CARTESIAN COORDINATES (ANGSTROEM)
C  2.6970  3.8766  1.1618  -0.13
O  1.9530  2.6996  1.3388  -0.20
C  1.7880  1.7866  0.1918  -0.14
C  0.7550  0.6906  0.5328  -0.19
N  0.9390  -0.5354  -0.1882  0.01
H  0.6960  -0.1084  -1.0592  0.07
H  1.9880  -0.8564  -0.1342  0.16
C  -0.0150  -1.6324  0.1998  -0.07
C  -1.5110  -1.2884  -0.0412  -0.06
O  -2.2220  -2.5884  -0.2192  -0.12
C  -3.6460  -2.3604  -0.3092  -0.02
H  2.5080  4.5016  0.3828  0.02
H  3.8380  3.4316  1.2078  0.15
H  2.7370  4.7286  1.9038  0.06
H  2.7560  1.3116  -0.3312  0.15
H  1.1210  2.3246  -0.7092  0.15
H  -0.3430  1.0966  0.4758  0.16
H  0.9610  0.5206  1.6108  0.11
H  0.2980  -2.0624  1.1698  0.11
H  0.3180  -2.5654  -0.4772  0.18
H  -1.8010  -0.6424  -1.0272  0.18
H  -1.9730  -0.6384  0.7318  0.11
H  -3.7730  -1.8554  -1.2662  0.08
H  -4.3080  -1.8054  0.4258  0.09
H  -3.9720  -3.4914  -0.1212  0.14
B  3.6720  1.2116  -3.5942  -0.40
H  4.7310  1.2236  -4.1262  -0.06
H  3.3810  -0.0314  -3.1612  -0.01
H  3.6560  1.9366  -2.7542  -0.12
H  2.9540  1.9126  -4.2982  -0.05
O  0.7580  6.4236  1.9248  -0.04
H  0.3470  5.6726  2.3668  0.03
H  1.1380  6.6646  2.7658  0.03
O  -6.4780  -3.0484  -2.8862  0.00
H  -7.0910  -2.5614  -3.3342  -0.01
H  -6.5010  -2.5954  -2.0802  -0.04
O  -4.3090  -0.6864  -4.1202  -0.12
H  -3.4960  -1.2474  -4.2612  0.05
H  -5.0470  -1.3314  -3.8322  0.05
O  3.1310  -3.2714  1.5358  -0.15
H  3.9670  -3.5774  1.8518  0.01
H  3.0360  -2.2394  1.2038  -0.21
O  -3.9560  -6.0604  -1.0982  -0.05
H  -3.3850  -6.6354  -0.4562  0.11
H  -4.7470  -6.4714  -1.2212  -0.04
O  -7.1230  -4.2764  0.2318  -0.08
H  -6.6610  -4.8884  -0.4142  0.05
H  -6.4310  -4.3124  0.9198  0.03
O  -2.9700  0.5146  2.9168  -0.05
H  -3.1650  -0.3274  3.3508  0.04
H  -2.1690  0.7966  3.3158  -0.05
O  0.2470  -1.7154  -4.2042  0.01
H  -0.4200  -1.6414  -4.7772  -0.03
H  0.2560  -0.8994  -3.6812  0.01
O  4.8960  -0.4424  -0.9602  0.01
H  4.6110  0.0526  -1.6722  -0.05
H  5.7900  -0.5954  -1.0882  0.04
O  0.2370  4.5646  -2.4632  -0.05
H  1.0220  4.9996  -2.3022  -0.08
H  0.3790  4.1866  -3.3992  0.10
O  1.1920  2.9686  4.3148  0.00
H  0.8580  3.3586  5.1558  0.10
H  1.7160  3.5036  3.8288  -0.04
O  4.4970  4.2586  4.1308  -0.14
H  5.4960  4.3256  4.2628  0.07
H  4.2150  5.0886  3.5618  0.08
O  0.4610  0.5626  -2.6052  -0.02
H  -0.3780  1.0106  -2.5092  0.08
H  1.0310  1.0296  -3.1752  0.02
O  -0.8710  -4.0324  0.2808  -0.08
H  -0.7580  -3.8224  1.1508  -0.06
H  -1.6250  -3.3954  0.0188  -0.22
O  -1.5340  3.2736  -0.2502  0.00
H  -0.9640  3.4656  -0.9152  -0.07
H  -1.4070  3.9526  0.4128  0.05
O  3.2600  -1.2434  1.0598  0.10
H  3.8970  -0.9104  0.4108  0.06
H  3.7500  -0.9904  1.9318  0.21
O  1.5860  -5.1134  0.1668  -0.01
H  0.8610  -4.6104  0.1028  -0.10
H  1.9740  -4.5734  0.8228  -0.04
O  4.5020  6.6996  -0.1322  -0.01
H  4.3490  7.4116  0.3548  -0.05
H  3.7330  6.4436  -0.7202  0.03
O  2.4420  -2.3124  -1.9072  -0.03
H  2.8270  -1.6944  -2.5752  0.04
H  2.9590  -3.0554  -1.7322  0.04
O  -6.5260  -0.3504  2.1878  -0.11
H  -6.0960  -1.2744  2.1438  0.06
H  -5.6850  0.1806  2.1438  0.04
O  -0.4430  0.8316  3.9288  -0.11
H  0.2930  0.0296  3.9348  0.10
H  0.2790  1.4506  4.0398  -0.03
O  0.0760  -3.5534  2.8868  -0.19
H  0.5660  -4.1254  3.4868  0.02
H  0.4350  -2.4934  3.1908  -0.10
O  -6.6810  -0.7364  -1.1392  0.06
H  -7.4590  -0.2774  -0.8682  0.06
H  -6.1200  -0.1874  -0.8282  -0.07
O  2.0900  6.2026  -1.7832  0.01
H  1.9770  7.0606  -1.3242  0.11
H  2.4760  6.3046  -2.5852  0.02
O  1.0740  -3.9894  -3.2792  0.02
H  1.3260  -4.3634  -2.5132  -0.04
H  1.2600  -3.1464  -3.1742  -0.11
O  0.7980  -1.6874  3.8288  0.19
H  1.7050  -1.6004  3.9478  0.11
H  0.5420  -1.7174  4.6838  0.08

Properties
ΔE to the lowest compared entry with this formula, charge and spin: 0.0 kJ/mol
orbital gap: 0.267 hartree
E_LUMO: -1.13 eV
highest occupied orbital energy: -0.308 Ha